Computed, not measured: a 2-piece molecular cluster, H5N4O overall, with the ωB97M-V functional and the def2-TZVPD basis.

Computed properties:
frontier orbital gap (spin up / spin down): 0.29533 / 0.22365 Eh
energy relative to the best compared isomer or geometry (same formula, charge and spin): 54.93 kcal per mole
HOMO (spin up / spin down): -2.9 / -1.0 eV
charge: -1

Each atom is followed by the atoms it is bonded to, with distances in Å.
Atoms and positions in Å:
1 N 1.73 0.81 -0.08  N3 1.421, H6 1.054, H7 1.030
2 N -1.85 -0.81 0.01  N4 1.364, H8 1.044, H9 1.127
3 N 1.71 -0.51 0.44  N1 1.421, H10 1.104
4 N -1.26 0.33 0.47  N2 1.364, O5 1.317
5 O -0.92 1.25 -0.41  N4 1.317
6 H 2.00 1.37 0.77  N1 1.054
7 H 0.81 1.25 -0.20  N1 1.030
8 H -1.39 -1.66 0.41  N2 1.044
9 H -1.97 -0.93 -1.10  N2 1.127
10 H 1.14 -1.09 -0.31  N3 1.104